<P>
ORCA calculation (ωB97M-V with the def2-TZVPD basis set) on a single C8H14N2O3 molecule.

Each line ends with the Mulliken charge.
CARTESIAN COORDINATES (ANGSTROEM)
C 2.004 -0.497 0.289  0.3438
C 0.882 0.469 -0.162  0.5794
C 3.296 0.239 0.286  -1.4210
C -1.517 0.859 -0.408  -0.3154
C -1.690 2.241 0.298  0.6119
C -2.726 -0.042 -0.272  -0.8210
C -2.142 -1.452 -0.085  -0.5515
C -0.882 -1.173 0.659  -0.6352
H 2.192 -1.362 -1.618  0.2408
H 2.684 -2.298 -0.373  0.2735
H 1.760 -0.881 1.314  0.3072
H 3.250 1.053 1.025  0.3431
H 3.496 0.636 -0.715  0.2727
H 4.152 -0.449 0.559  0.3856
H -1.426 1.043 -1.486  0.3409
H -3.288 0.227 0.678  0.2528
H -3.457 0.088 -1.049  0.4578
H -1.831 -1.906 -1.093  0.2791
H -2.810 -2.112 0.521  0.3331
H -0.140 -1.935 0.499  0.4595
H -1.057 -1.056 1.757  0.2055
H 0.070 2.716 -0.311  0.4399
N 1.967 -1.631 -0.667  -0.5709
N -0.403 0.117 0.147  0.1286
O 1.114 1.496 -0.796  -0.8056
O -2.750 2.464 0.853  -0.6062
O -0.748 3.146 0.148  -0.5282

Values from the calculation:
* frontier orbital gap: 10.076 eV
* highest occupied orbital energy: -9.44 eV



<Q>
ORCA calculation (ωB97M-V with the def2-TZVPD basis set) on a single C8H14N2O3 molecule.

Each line ends with the Mulliken charge.
CARTESIAN COORDINATES (ANGSTROEM)
C 0.403 -1.863 -1.663  -0.3453
C -0.977 0.040 -2.413  -0.5567
C -0.238 -1.124 -2.657  0.7791
C 0.398 -1.658 -0.259  -0.6410
C 2.350 -0.299 -0.452  -0.9822
C -2.950 1.814 -0.146  -0.4553
C 1.167 -0.804 1.737  -0.4291
C -0.134 -0.042 2.110  -0.4810
N -1.454 0.430 -1.282  -0.0278
N 1.345 -0.955 0.355  0.3433
O -0.171 -1.662 -3.926  -0.5101
O -1.388 -0.621 1.994  -0.5603
O -2.253 1.623 -1.405  -0.2885
H 0.744 -2.876 -1.957  0.3726
H -1.345 0.487 -3.380  0.1663
H 1.855 0.604 -0.898  0.3059
H 3.076 0.150 0.128  0.3660
H 2.783 -0.923 -1.151  0.3998
H -3.013 0.885 0.440  0.2283
H -3.978 2.121 -0.558  0.2514
H -2.510 2.657 0.532  0.1885
H 1.984 -0.275 2.335  0.3817
H 1.123 -1.870 2.222  0.2292
H -0.207 0.752 1.383  0.2734
H -0.082 0.432 3.115  0.3968
H -0.385 -0.925 -4.455  0.2712
H -1.682 -0.787 0.985  0.3238

Values from the calculation:
* frontier orbital gap (spin up / spin down): 7.520 / 7.519 eV
* highest occupied orbital energy (spin up / spin down): -7.14 / -7.14 eV



What should be chosen as the least stable of them? Choose <Q>.



<P>
ORCA calculation (ωB97M-V with the def2-TZVPD basis set) on a single C4H8F2 molecule.

Each line ends with the Mulliken charge.
CARTESIAN COORDINATES (ANGSTROEM)
C 0.065 1.667 -0.049  -1.6212
C -0.034 0.197 0.346  0.5504
C 1.319 -0.565 0.577  -0.4926
C -1.111 -0.527 -0.511  -0.3998
H -0.866 2.145 -0.205  0.4434
H 0.454 1.908 -0.999  0.4098
H 0.675 2.245 0.643  0.3436
H -0.475 0.105 1.324  0.2300
H 1.047 -1.669 0.804  0.3133
H 1.813 -0.133 1.442  0.3198
H -1.329 -0.271 -1.532  0.2842
H -0.755 -1.631 -0.598  0.2217
F 2.102 -0.421 -0.513  -0.3062
F -2.325 -0.394 0.174  -0.2964

Values from the calculation:
* frontier orbital gap: 12.342 eV
* highest occupied orbital energy: -11.31 eV



<Q>
ORCA calculation (ωB97M-V with the def2-TZVPD basis set) on a single C4H8F2 molecule.

Each line ends with the Mulliken charge.
CARTESIAN COORDINATES (ANGSTROEM)
C -0.897 -0.999 0.988  -1.4951
C -0.211 -0.834 -0.338  0.4551
C -1.095 -0.534 -1.432  -1.3607
C 0.745 0.501 -0.217  0.1120
H -1.315 -2.005 1.314  0.3306
H -0.207 -0.619 1.727  0.3842
H -1.669 -0.272 1.018  0.3931
H 0.427 -1.728 -0.344  0.3632
H -1.984 -1.162 -1.305  0.3747
H -0.535 -0.767 -2.340  0.3550
H -1.433 0.544 -1.459  0.2972
H 1.320 0.730 -1.118  0.3074
F 0.002 1.556 0.209  -0.2735
F 1.569 0.274 0.735  -0.2433

Values from the calculation:
* frontier orbital gap: 11.881 eV
* highest occupied orbital energy: -10.75 eV



What should be chosen as the least stable of them? Choose <P>.